(1)
Below is a gas-phase ion, C10H12N3S2 (charge +1) at a distorted geometry, with properties calculated with ωB97M-V/def2-TZVPD.

Summary:
**HOMO level**: -0.45850 Eh
**Kohn-Sham gap**: 7.2 eV
**M**: 238.4 g/mol
**Net charge**: +1
**Spin multiplicity**: 1

XYZ file:
```
27
Properties=species:S:1:pos:R:3:forces:R:3
C 1.954 -2.410 -0.149 1.7 -0.2 -0.5
C 2.411 -0.164 -0.797 -1.0 -1.4 0.0
C 3.073 -2.866 -0.905 -1.3 2.2 0.4
C 3.504 -0.657 -1.483 -1.1 -1.5 1.7
C 1.594 -1.078 -0.063 1.3 0.3 -1.6
C -3.575 1.819 1.551 1.5 -1.9 -1.3
C 0.111 1.491 1.187 -0.5 2.3 0.9
C -3.070 1.802 0.078 2.3 0.2 0.9
C -1.124 0.575 -0.703 2.2 0.2 -2.1
C 0.407 -0.773 0.814 -0.1 -1.8 -0.3
N 3.799 -1.943 -1.516 1.3 -1.2 -0.7
N -0.182 0.497 0.521 1.0 0.5 0.0
N -2.385 0.621 -0.356 -3.8 -2.8 1.2
S -3.522 0.600 2.617 0.2 0.7 -0.8
S 0.203 2.820 1.947 0.3 -0.7 -0.2
H 1.497 -3.092 0.492 -1.1 -1.3 0.8
H 2.192 0.820 -1.106 -0.6 1.4 0.7
H 3.344 -3.914 -1.029 -0.1 0.3 0.2
H 4.202 0.004 -1.884 0.9 1.0 -1.1
H -3.927 1.938 -0.505 -1.6 0.4 -1.0
H -2.320 2.577 -0.264 -1.2 0.2 1.1
H -0.971 1.476 -1.291 1.2 0.2 0.1
H -0.740 -0.310 -1.266 -0.8 0.6 0.2
H -0.435 -1.514 0.527 1.5 0.8 1.3
H 0.806 -0.765 1.858 -1.0 -0.4 -0.6
H -4.089 2.706 1.712 -1.0 1.7 0.8
H -2.754 -0.259 0.013 -0.2 0.5 -0.1
```
Positions in Å, forces in eV/Å.



(2)
Below is 2 unconnected molecules or ions with the total composition C5H8N3 at a distorted geometry, with properties calculated with ωB97M-V/def2-TZVPD.

Summary:
**HOMO level**: -0.52508 Eh
**Kohn-Sham gap**: 11.7 eV
**M**: 110.1 g/mol
**Net charge**: +1
**Spin multiplicity**: 1

XYZ file:
```
16
Properties=species:S:1:pos:R:3:forces:R:3
C 0.632 -2.685 1.155 0.6 -0.2 -0.3
C 0.366 -1.386 1.246 0.8 3.6 1.2
C -0.407 -2.055 -0.663 0.5 -2.8 -1.6
C -0.673 1.437 -0.908 0.0 0.7 0.0
C -0.098 3.848 -0.428 2.9 1.4 -2.5
N -0.363 2.530 -0.709 -0.1 -2.2 -0.7
N 0.220 -3.122 -0.074 -1.2 1.0 0.0
N -0.269 -1.025 0.079 0.1 0.0 1.8
H 1.179 -3.313 1.778 0.7 -0.8 1.0
H 0.703 -0.504 1.913 -0.7 -2.2 -0.8
H -0.889 -2.047 -1.618 -0.1 -0.2 -0.3
H -0.624 -0.090 -0.147 -0.1 0.3 -0.6
H 0.702 4.305 -1.185 -1.4 -1.2 1.7
H 0.250 3.886 0.570 0.1 0.7 1.0
H -0.977 4.330 -0.696 -1.6 1.6 0.4
H 0.250 -4.111 -0.312 -0.3 0.6 -0.5
```
Positions in Å, forces in eV/Å.



(3)
Below is C12H16NO5P in the gas phase at a distorted geometry, with properties calculated with ωB97M-V/def2-TZVPD.

Summary:
**HOMO level**: -0.31746 Eh
**Kohn-Sham gap**: 9.4 eV
**M**: 285.2 g/mol
**SMILES string**: CCOP(=O)(OCC)[C@@]1(O)C(=O)Nc2ccccc21
**Spin multiplicity**: 1

XYZ file:
```
35
Properties=species:S:1:pos:R:3:forces:R:3
C 0.951 -0.127 3.921 0.0 -0.1 -0.3
C 1.275 -1.072 2.778 0.6 0.0 0.6
H 2.223 -0.806 2.303 -0.1 -0.1 0.1
H 1.334 -2.105 3.134 0.0 0.1 -0.1
O 0.240 -1.040 1.793 -0.4 0.4 -1.0
P 0.558 -0.599 0.280 -0.7 -1.0 0.4
O 1.970 -0.430 -0.041 0.3 0.3 -0.1
O -0.114 -1.720 -0.620 0.4 0.4 0.2
C -1.455 -2.193 -0.483 -0.5 -0.3 0.1
C -1.540 -3.345 0.505 0.1 0.2 -0.2
H -0.848 -4.132 0.218 0.0 -0.1 0.0
H -2.551 -3.745 0.512 -0.1 -0.1 0.0
H -1.286 -3.001 1.503 0.0 0.0 0.1
H -1.738 -2.529 -1.486 0.0 0.1 0.1
H -2.112 -1.377 -0.174 0.0 0.0 -0.1
H 0.872 0.892 3.549 0.0 0.0 0.1
H 0.009 -0.408 4.387 -0.1 0.0 0.1
H 1.742 -0.174 4.664 0.1 0.0 0.1
C -0.504 0.950 0.040 0.8 -0.9 0.1
C -0.373 1.214 -1.416 0.0 0.4 -0.3
C -1.043 0.717 -2.513 0.1 0.2 0.1
C -0.591 1.078 -3.776 -0.1 -0.1 -0.1
C 0.516 1.896 -3.930 0.0 0.0 0.0
C 1.196 2.404 -2.831 0.0 0.0 0.2
C 0.734 2.057 -1.578 -0.5 -0.1 -0.5
N 1.184 2.475 -0.332 0.4 0.4 0.0
C 0.426 1.964 0.668 0.0 0.6 0.4
O 0.491 2.225 1.850 -0.2 0.0 0.0
H 1.962 3.098 -0.186 -0.1 -0.1 0.1
H 2.055 3.045 -2.952 0.1 0.1 0.0
H 0.857 2.149 -4.923 0.0 0.0 -0.1
H -1.107 0.709 -4.649 0.0 0.0 -0.1
H -1.906 0.081 -2.390 -0.1 -0.1 0.0
O -1.766 0.832 0.613 -0.1 0.2 0.0
H -1.663 1.016 1.558 0.0 0.0 0.0
```
Positions in Å, forces in eV/Å.



(4)
Below is C5H12Si in the gas phase at a distorted geometry, with properties calculated with ωB97M-V/def2-TZVPD.

Summary:
**HOMO level**: -0.31148 Eh
**Kohn-Sham gap**: 8.6 eV
**M**: 100.2 g/mol
**SMILES string**: C=C[C@@H](C)[SiH2]C
**Spin multiplicity**: 1

XYZ file:
```
18
Properties=species:S:1:pos:R:3:forces:R:3
C 2.338 1.692 0.438 0.2 -0.2 0.3
C 1.674 0.527 0.458 0.5 1.1 -3.0
C -2.787 1.127 0.397 3.2 -1.1 -2.4
C 1.307 -1.825 -0.346 1.2 -0.3 1.5
C 1.071 -0.374 -0.582 -1.9 1.8 1.5
Si -1.195 -0.097 -0.311 -0.3 -0.6 -1.9
H 2.414 2.186 1.447 0.5 -0.4 -1.4
H 2.847 2.110 -0.458 -0.8 0.0 0.7
H 1.476 0.153 1.368 -1.0 -1.1 3.5
H -2.458 2.060 0.004 -0.6 1.1 0.1
H -2.574 0.985 1.413 -0.3 0.1 1.5
H -3.722 0.759 0.017 -0.2 -0.2 -0.1
H 1.725 -2.140 0.629 0.1 0.9 -0.2
H 0.540 -2.505 -0.411 -3.0 -1.0 -0.2
H 1.910 -2.305 -1.062 1.6 0.0 -1.2
H 1.263 -0.072 -1.571 0.2 0.4 -1.2
H -1.662 -0.900 -1.629 0.4 0.9 1.4
H -1.268 -0.940 0.808 0.1 -1.4 1.2
```
Positions in Å, forces in eV/Å.



(5)
Below is 2 unconnected molecules or ions with the total composition C2H9N2O2 at a distorted geometry, with properties calculated with ωB97M-V/def2-TZVPD.

Summary:
**HOMO level (spin up / spin down)**: -0.34354 / -0.33859 Eh
**Kohn-Sham gap (spin up / spin down)**: 10.3 / 6.9 eV
**M**: 93.1 g/mol
**Expectation value of S²**: 0.755
**Spin multiplicity**: 2

XYZ file:
```
15
Properties=species:S:1:pos:R:3:forces:R:3
N 0.442 3.090 -0.472 0.0 -0.4 0.4
C 0.152 2.036 0.512 0.4 1.3 -1.0
O 0.738 0.833 0.267 0.3 0.5 0.7
H 0.439 2.685 -1.402 -0.1 0.0 0.0
H 1.385 3.411 -0.304 0.1 0.1 -0.1
H 0.497 2.415 1.482 -0.1 -0.2 0.2
H -0.940 1.966 0.566 -0.1 -0.6 0.2
N -0.648 -1.102 -0.695 0.4 0.8 0.0
C -0.055 -2.307 -0.240 -0.1 -0.5 0.3
O -0.789 -2.853 0.864 -0.2 0.4 0.0
H -1.641 -1.051 -0.499 0.1 -0.1 0.0
H -0.130 -0.298 -0.260 -1.0 -1.0 -0.6
H -0.032 -3.058 -1.038 0.0 0.0 0.0
H 0.966 -2.089 0.088 0.1 0.0 -0.2
H -0.384 -3.678 1.129 0.1 -0.3 0.0
```
Positions in Å, forces in eV/Å.



(6)
Below is 2 unconnected molecules or ions with the total composition C12H24FNO2 at a distorted geometry, with properties calculated with ωB97M-V/def2-TZVPD.

Summary:
**HOMO level (spin up / spin down)**: -0.06038 / -0.06037 Eh
**Kohn-Sham gap (spin up / spin down)**: 4.5 / 3.8 eV
**M**: 233.3 g/mol
**Expectation value of S²**: 0.753
**Net charge**: -1
**Spin multiplicity**: 2

XYZ file:
```
40
Properties=species:S:1:pos:R:3:forces:R:3
O 5.655 -3.462 1.978 -0.3 0.5 0.9
C 5.145 -2.163 2.209 -0.1 -0.1 -4.1
C 3.851 -1.897 1.346 -0.5 -0.2 2.8
C 2.675 -2.862 1.753 0.3 1.3 -1.0
F 2.611 -2.935 3.155 0.1 -0.2 -0.5
H 6.023 -3.509 1.088 0.1 0.1 0.0
H 5.875 -1.377 1.874 -0.2 -0.4 1.2
H 3.507 -0.878 1.656 0.3 -0.6 -0.7
H 4.071 -1.931 0.256 -0.1 0.0 0.7
H 1.744 -2.359 1.402 0.4 -0.8 0.1
H 2.812 -3.870 1.314 -0.2 0.5 0.5
C -2.999 0.850 -2.144 -0.2 0.2 0.0
C -2.145 -0.041 -1.205 -0.7 0.4 -0.2
C -2.771 -0.051 0.204 -0.1 -0.1 0.2
C -2.547 1.245 0.973 0.0 0.0 -0.1
C -1.070 1.613 0.987 0.1 0.0 0.3
C -0.444 1.644 -0.419 -0.4 0.7 -0.1
N -0.736 0.426 -1.212 0.7 -0.6 -0.2
O 0.061 -0.618 -0.696 0.1 -0.2 0.4
C -0.939 2.900 -1.170 -0.2 0.3 0.1
C 1.069 1.874 -0.275 0.2 -0.4 0.1
C -2.278 -1.453 -1.796 0.4 -0.3 0.2
H -2.394 1.244 -2.964 0.1 0.0 0.1
H -3.815 0.284 -2.604 0.0 -0.1 0.1
H -3.474 1.686 -1.627 0.1 0.1 0.0
H -2.346 -0.874 0.787 0.2 0.0 -0.2
H -3.848 -0.249 0.136 0.0 0.0 -0.1
H -3.140 2.058 0.540 0.0 0.0 0.0
H -2.904 1.124 2.001 0.0 0.0 0.0
H -0.945 2.587 1.478 0.1 0.0 -0.1
H -0.537 0.889 1.612 0.0 -0.1 -0.2
H -0.583 2.899 -2.203 0.0 -0.1 0.0
H -0.559 3.811 -0.694 0.1 -0.1 0.1
H -2.023 3.008 -1.181 0.0 -0.1 -0.1
H 1.550 1.111 0.338 -0.2 -0.2 -0.2
H 1.266 2.838 0.209 -0.2 0.1 -0.1
H 1.557 1.888 -1.254 -0.1 -0.1 0.0
H -1.851 -1.498 -2.802 0.1 0.1 0.1
H -3.333 -1.741 -1.866 -0.1 0.3 0.0
H -1.790 -2.211 -1.181 0.2 0.2 0.0
```
Positions in Å, forces in eV/Å.